Entry 1:
Here is a molecular structure, C6H23ClF2N5O6PS2Ti at a distorted geometry from the Open Molecules 2025 dataset. Energies are from ωB97M-V/def2-TZVPD.

Geometry as XYZ:
```
47
Properties=species:S:1:pos:R:3:forces:R:3
Ti 0.536 0.303 -2.167 0.309 -0.930 -0.887
N -0.468 0.667 -5.430 0.727 -0.828 0.357
H -1.177 0.271 -4.774 -0.219 -0.217 -0.519
H 0.257 0.978 -4.703 0.320 1.401 -0.252
H -0.780 1.384 -6.072 -0.154 0.301 0.369
H 0.045 -0.033 -5.961 -0.451 -0.395 0.113
Cl 2.431 -1.629 -2.952 -0.754 0.825 0.601
N -1.551 -0.189 -2.934 0.443 2.837 1.006
S -2.434 -1.522 -2.664 -1.018 -3.307 -1.412
O -3.659 -1.572 -3.438 -0.154 -0.445 0.162
O -2.212 -2.360 -1.511 -0.100 0.886 0.255
F -1.513 -2.406 -3.710 0.464 0.316 -0.132
S -2.860 0.779 -2.315 -1.164 -1.402 1.335
O -3.268 0.480 -0.942 0.831 1.295 -0.751
O -3.871 1.168 -3.260 0.837 0.369 -0.075
F -2.006 2.151 -2.156 0.508 -0.229 -0.031
O 1.351 1.689 -3.836 -0.773 -1.108 1.127
H 1.667 2.336 -3.201 -0.012 0.346 -0.262
O -0.176 -0.414 0.111 0.601 0.328 0.037
P 0.474 -0.265 1.447 -0.298 1.321 0.896
N 0.464 -1.694 2.308 0.036 -0.960 -0.061
C -0.635 -2.625 1.997 -0.354 -0.274 -0.697
C 0.796 -1.821 3.723 -0.202 0.257 0.161
N -0.339 0.897 2.392 -0.113 -0.734 -0.765
C 0.131 1.380 3.673 0.738 0.306 -0.568
C -1.457 1.640 1.794 0.188 -1.129 -0.807
N 2.058 0.311 1.422 -0.533 -0.399 0.811
C 3.164 -0.631 1.289 -0.210 -0.710 -0.712
C 2.283 1.653 0.941 -0.216 0.926 -0.635
H -1.582 -2.313 2.446 -0.079 0.247 -0.146
H -0.468 -3.636 2.375 0.597 0.183 0.298
H -0.758 -2.783 0.926 -0.127 0.535 -0.044
H 0.681 -2.862 4.026 0.550 -0.168 -0.334
H 0.071 -1.340 4.391 0.005 0.406 -0.156
H 1.800 -1.458 3.936 -0.011 -0.014 0.080
H 0.690 0.614 4.200 0.137 0.140 0.023
H 0.791 2.235 3.469 0.129 0.063 0.524
H -0.666 1.725 4.333 -0.238 -0.170 -0.207
H -1.237 1.857 0.745 0.032 0.465 0.147
H -2.307 0.959 1.701 -0.359 0.469 0.340
H -1.652 2.538 2.374 -0.150 0.010 -0.075
H 4.070 -0.137 0.942 -0.039 0.211 0.225
H 3.353 -1.176 2.215 0.086 0.175 0.061
H 2.935 -1.371 0.515 0.104 -0.046 0.008
H 2.223 1.788 -0.150 0.148 -0.531 -0.200
H 3.263 2.044 1.216 0.050 -0.261 0.270
H 1.543 2.389 1.269 -0.115 -0.362 0.522
```
Positions in Å, forces in eV/Å.

F_max, eV/Å: 3.74
<S²>: 3.757
Frontier orbital gap (spin up / spin down), eV: 3.62 / 7.85
Total charge: -1
Multiplicity: 4

Entry 2:
Here is 5 unconnected molecules or ions with the total composition C6H23NO4 at a distorted geometry from the Open Molecules 2025 dataset. Energies are from ωB97M-V/def2-TZVPD.

Geometry as XYZ:
```
34
Properties=species:S:1:pos:R:3:forces:R:3
C 2.637 -0.565 0.629 0.847 -0.336 0.563
C 1.454 0.264 1.059 0.850 1.550 -0.331
N 0.804 1.014 -0.048 1.390 -0.680 1.797
C -0.510 1.491 0.342 -1.046 -0.096 -1.311
C -1.576 0.969 -0.671 -0.588 1.040 0.936
C -1.373 1.461 -2.087 1.213 0.377 -1.707
C -2.951 1.475 -0.144 -0.415 -1.896 -0.858
H 2.410 -1.463 0.082 -0.507 -0.261 0.172
H 3.205 -0.859 1.517 -0.247 -0.197 0.124
H 3.388 -0.047 0.054 -0.052 0.637 -0.445
H 0.749 -0.350 1.621 -0.192 0.047 0.130
H 1.892 1.056 1.698 -0.523 -0.539 0.344
H 0.946 0.424 -0.859 -1.205 0.165 -0.359
H -0.847 1.274 1.366 0.480 -1.183 -0.068
H -0.572 2.579 0.476 0.342 0.275 -1.003
H -1.513 -0.123 -0.640 -0.212 0.096 0.021
H -1.067 0.734 -2.854 0.102 -0.439 0.640
H -2.263 1.857 -2.562 -0.347 0.315 0.355
H -0.588 2.230 -2.203 -0.351 -0.022 0.392
H -3.731 1.538 -0.922 0.604 0.418 -0.113
H -2.832 2.437 0.339 -0.317 -0.038 0.417
H -3.389 0.637 0.422 0.258 0.787 0.865
O 3.235 2.109 -1.534 0.672 0.077 -0.066
H 2.637 2.089 -0.775 -0.518 -0.098 -0.357
H 2.717 2.051 -2.342 -0.226 0.022 0.339
O -0.673 -3.132 1.950 0.207 0.312 0.027
H -0.506 -4.077 1.985 -0.045 -0.042 0.007
H 0.199 -2.718 1.923 -0.111 -0.144 -0.031
O 1.877 -2.049 -2.008 -0.599 -0.007 -0.620
H 2.657 -2.079 -1.466 0.572 -0.044 0.012
H 2.177 -2.147 -2.920 -0.003 -0.016 0.159
O -3.388 -1.901 2.418 0.265 0.373 0.032
H -3.685 -0.994 2.518 -0.403 0.117 0.039
H -2.429 -1.784 2.417 0.104 -0.573 -0.101
```
Positions in Å, forces in eV/Å.

SMILES: CCNCC(C)C.O.O.O.O
F_max, eV/Å: 2.37
Frontier orbital gap, eV: 9.39
Total charge: 0

Entry 3:
Here is 5 unconnected molecules or ions with the total composition C6H23NO5 at a distorted geometry from the Open Molecules 2025 dataset. Energies are from ωB97M-V/def2-TZVPD.

Geometry as XYZ:
```
35
Properties=species:S:1:pos:R:3:forces:R:3
C -1.934 -2.224 0.651 0.296 0.015 -0.135
C -0.538 -1.915 0.132 1.015 -0.568 -0.303
C -0.451 -0.788 -0.887 0.332 0.077 -0.155
N -0.477 0.522 -0.240 -0.120 1.189 0.325
C 0.660 1.448 -0.458 -0.321 -1.654 -0.767
C 1.805 1.169 0.479 1.011 0.723 1.941
C 3.221 1.319 -0.067 -0.384 -0.236 0.170
O 1.685 2.040 1.657 -0.089 -0.466 -0.214
H -2.727 -2.285 -0.099 0.342 0.105 -0.427
H -1.903 -3.222 1.089 -0.264 0.329 0.659
H -2.203 -1.406 1.324 -0.191 -0.490 0.454
H 0.145 -1.688 0.961 -0.490 0.526 0.278
H 0.012 -2.799 -0.223 -0.777 -0.116 -0.616
H -1.277 -0.869 -1.598 -0.145 -0.153 0.189
H 0.452 -0.903 -1.498 0.112 0.082 0.219
H -1.277 1.072 -0.521 -0.246 -0.515 -0.031
H 1.003 1.346 -1.498 0.081 0.146 -0.006
H 0.275 2.458 -0.332 0.206 0.090 0.118
H 1.789 0.230 1.033 -0.601 -0.461 -0.802
H 3.523 0.489 -0.704 -0.309 0.046 -0.344
H 3.303 2.261 -0.608 0.375 0.052 0.036
H 3.878 1.253 0.802 0.132 0.463 -0.123
H 1.765 2.947 1.371 0.044 0.493 -0.137
O -0.801 0.494 2.765 0.549 0.246 0.016
H -0.029 1.068 2.947 -0.539 -0.339 -0.180
H -0.727 0.340 1.804 0.005 0.217 0.031
O -2.055 1.176 -2.897 -0.655 0.693 0.162
H -2.638 0.973 -2.145 0.040 -0.111 -0.275
H -1.408 0.483 -2.918 0.394 -0.466 -0.055
O 2.552 -2.205 -0.482 0.756 0.073 1.231
H 2.159 -2.371 0.392 -0.387 -0.055 -0.508
H 3.466 -2.045 -0.176 -0.259 -0.034 -0.713
O -3.779 0.555 -0.406 0.120 0.291 0.009
H -3.669 1.305 0.197 -0.100 -0.290 -0.048
H -3.801 -0.230 0.154 0.066 0.099 -0.003
```
Positions in Å, forces in eV/Å.

SMILES: CCCNC[C@@H](C)O.O.O.O.O
F_max, eV/Å: 2.30
Frontier orbital gap, eV: 9.79
Total charge: 0

Entry 4:
Here is 6 unconnected molecules or ions with the total composition C6H23NO5 at a distorted geometry from the Open Molecules 2025 dataset. Energies are from ωB97M-V/def2-TZVPD.

Geometry as XYZ:
```
35
Properties=species:S:1:pos:R:3:forces:R:3
C 0.227 1.480 -1.773 1.430 -0.547 -1.521
C -0.515 0.587 -1.131 0.937 3.643 0.623
C -1.091 1.035 0.161 -0.721 -1.873 0.926
C -0.949 -0.170 1.147 -2.531 1.746 -1.495
C -1.497 0.385 2.437 0.515 1.011 1.338
N 0.327 -0.826 0.997 1.304 -0.189 2.093
C 0.412 -1.829 2.099 0.227 -1.049 0.113
H 0.539 1.370 -2.811 0.035 -0.683 0.251
H 0.690 2.392 -1.422 -0.658 0.127 0.954
H -0.793 -0.351 -1.512 -0.397 -0.970 -0.619
H -2.194 1.213 0.047 0.760 -0.043 0.069
H -0.693 1.927 0.668 0.357 -0.128 -0.806
H -1.825 -0.827 0.836 1.448 -0.255 0.026
H -0.985 1.298 2.829 0.365 -0.853 -0.182
H -1.534 -0.372 3.209 -0.395 0.158 0.429
H -2.485 0.826 2.256 -0.111 -0.682 -0.063
H 1.179 -0.180 1.133 -2.008 -0.874 -0.433
H -0.254 -2.727 1.932 0.715 0.763 -0.446
H 1.470 -2.207 2.251 -1.264 0.551 -0.185
H -0.022 -1.446 3.040 0.855 -0.024 -0.134
O -3.457 -0.475 -2.608 -0.382 -0.005 1.840
H -3.831 0.031 -1.856 -0.246 0.638 -1.050
H -3.126 -1.153 -2.005 0.518 -0.840 -0.708
O -1.595 1.406 -3.614 -0.947 -2.521 -2.696
H -2.092 0.589 -3.323 0.522 1.679 -0.084
H -1.649 2.079 -2.985 -0.359 1.110 1.671
O 2.665 2.412 0.099 -0.507 0.056 -0.294
H 2.995 1.536 0.326 0.228 -0.093 0.007
H 3.134 3.059 0.617 0.311 0.075 0.291
O 3.539 -0.354 0.233 1.314 -3.404 0.830
H 3.144 -1.240 0.004 -1.008 1.343 -0.254
H 4.261 -0.891 0.689 -0.400 2.042 -0.255
O 2.268 -2.988 -0.432 1.196 -0.071 0.211
H 2.399 -2.449 -1.213 -0.432 -0.102 -0.427
H 1.336 -3.137 -0.326 -0.674 0.265 -0.023
```
Positions in Å, forces in eV/Å.

SMILES: C=CC[C@H](C)NC.O.O.O.O.O
F_max, eV/Å: 3.81
Frontier orbital gap, eV: 8.89
Total charge: 0

Entry 5:
Here is 6 unconnected molecules or ions with the total composition C6H23NO6 at a distorted geometry from the Open Molecules 2025 dataset. Energies are from ωB97M-V/def2-TZVPD.

Geometry as XYZ:
```
36
Properties=species:S:1:pos:R:3:forces:R:3
C -1.065 0.432 2.408 -0.132 -0.162 -0.119
C -1.688 1.257 1.294 0.111 0.306 -0.409
C -1.161 0.890 -0.091 -0.799 -0.082 0.655
O -1.864 0.185 -0.815 0.243 0.115 -0.310
N 0.035 1.381 -0.436 0.544 0.598 -0.463
C 0.495 1.596 -1.812 -1.060 -0.601 -0.624
C -0.660 1.929 -2.778 0.150 -0.299 0.343
C 1.311 0.425 -2.342 0.858 0.305 -0.504
H -1.371 -0.601 2.293 0.099 -0.325 -0.170
H 0.022 0.459 2.458 0.050 0.146 -0.092
H -1.471 0.734 3.353 -0.070 0.340 0.635
H -1.602 2.342 1.424 0.399 -0.125 0.221
H -2.761 1.080 1.256 -0.009 -0.239 -0.016
H 0.693 1.729 0.251 -0.335 0.115 0.183
H 1.082 2.507 -1.811 0.462 -0.015 0.331
H -1.280 2.723 -2.374 -0.124 0.151 0.096
H -0.230 2.283 -3.714 -0.031 -0.094 -0.064
H -1.290 1.057 -2.939 0.040 0.089 -0.161
H 2.345 0.509 -1.995 -0.054 -0.295 0.195
H 1.384 0.465 -3.428 -0.037 0.203 -0.150
H 0.931 -0.567 -2.129 -0.326 0.035 0.459
O -0.069 -1.922 0.252 0.768 0.246 0.560
H -0.873 -1.504 -0.090 -0.082 -0.359 -0.451
H 0.119 -2.721 -0.243 -0.503 -0.011 -0.239
O 0.718 -2.940 3.080 0.326 -0.547 0.040
H 0.201 -2.394 3.675 -0.025 0.230 -0.203
H 0.790 -2.484 2.234 -0.461 0.285 0.227
O 2.689 1.883 0.749 -0.430 0.541 0.197
H 3.283 1.756 0.008 0.133 -0.292 0.100
H 2.694 1.084 1.293 0.383 -0.272 -0.220
O -2.414 -2.482 -1.633 0.075 -0.325 0.042
H -2.865 -1.710 -1.990 0.174 0.103 0.040
H -2.126 -3.012 -2.383 -0.161 0.126 -0.042
O 2.496 -0.900 1.532 -0.284 -0.396 -0.793
H 2.900 -1.777 1.591 0.165 0.257 0.340
H 1.878 -1.024 0.783 -0.059 0.250 0.367
```
Positions in Å, forces in eV/Å.

SMILES: CCC(=O)NC(C)C.O.O.O.O.O
F_max, eV/Å: 1.37
Frontier orbital gap, eV: 10.04
Total charge: 0

Number 1: molar mass 477.70 g/mol. Number 2: molar mass 173.25 g/mol. Number 3: molar mass 189.25 g/mol. Number 4: molar mass 189.25 g/mol. Number 5: molar mass 205.25 g/mol.